A:
Molecular formula: C2H5N3O2S
Method: DFT, ωB97M-V/def2-TZVPD

Each line ends with the Mulliken charge.
Atoms and positions in Å:
C (0.024, 0.149, -0.733)  0.535
C (1.674, -0.106, 1.076)  -0.642
N (0.506, -0.323, 0.315)  -0.268
N (-1.472, -0.544, -0.955)  -0.471
N (-2.323, -0.231, 0.058)  1.155
O (-3.107, -1.043, 0.519)  -0.643
O (-2.243, 0.906, 0.361)  -0.591
S (0.475, 1.256, -2.015)  -0.217
H (1.259, 0.092, 2.121)  0.262
H (2.427, 0.687, 0.718)  0.229
H (2.372, -1.009, 1.131)  0.226
H (-1.297, -1.496, -1.201)  0.275
H (1.706, 1.660, -1.396)  0.150

Net charge: 0
SMILES string: C/N=C(\S)N[N+](=O)[O-]



B:
Molecular formula: C2H5N3O2S
Method: DFT, ωB97M-V/def2-TZVPD

Each line ends with the Mulliken charge.
Atoms and positions in Å:
C (-0.193, 0.371, 0.571)  0.558
C (-1.711, -1.035, -0.792)  -0.001
H (1.523, 0.831, 1.945)  0.374
H (-0.815, 0.146, 2.472)  0.244
H (-2.174, 0.699, 0.222)  0.290
H (-2.756, -1.028, -1.147)  0.368
H (2.339, 0.691, -1.658)  0.141
N (-0.356, 0.837, 1.862)  -0.225
N (-1.427, 0.080, -0.042)  -0.189
N (0.984, 0.333, 0.064)  -0.533
O (0.820, 1.247, 2.476)  -0.404
O (-0.929, -1.925, -1.030)  -0.507
S (1.235, -0.043, -1.579)  -0.115

Net charge: 0
SMILES string: O=CN/C(=N\S)NO



Stability, descending: B, A



A:
Molecular formula: C13H24ClN5O
Method: DFT, ωB97M-V/def2-TZVPD

Each line ends with the Mulliken charge.
Atoms and positions in Å:
C (0.963, -1.685, 1.526)  -1.047
C (2.387, -1.260, 1.868)  -0.279
C (3.440, -2.013, 1.052)  -1.013
C (3.550, -1.521, -0.393)  -0.207
C (4.296, -0.183, -0.519)  -0.598
H (5.309, -0.352, -0.886)  0.402
C (3.589, 0.792, -1.468)  -0.933
N (2.399, 1.348, -0.873)  -0.081
C (1.159, 0.900, -1.084)  0.437
N (0.188, 1.417, -0.333)  -0.691
C (-1.038, 0.947, -0.571)  0.642
N (-2.019, 1.447, 0.186)  -0.193
H (-1.713, 2.129, 0.863)  0.317
C (-3.426, 1.075, 0.169)  1.668
C (-4.042, 1.352, -1.203)  -1.587
H (-5.052, 0.955, -1.230)  0.376
H (-3.452, 0.857, -1.968)  0.390
H (-4.066, 2.420, -1.403)  0.369
C (-4.123, 1.912, 1.244)  -2.088
H (-5.197, 1.749, 1.211)  0.513
H (-3.942, 2.970, 1.067)  0.497
H (-3.754, 1.656, 2.237)  0.433
C (-3.541, -0.436, 0.496)  -0.959
O (-4.863, -0.878, 0.642)  -0.559
H (-5.248, -0.466, 1.422)  0.361
H (-2.951, -0.648, 1.401)  0.407
H (-3.120, -1.004, -0.334)  0.341
N (-1.324, 0.023, -1.505)  -0.434
C (-0.283, -0.391, -2.185)  0.181
N (0.966, -0.023, -2.046)  -0.477
Cl (-0.593, -1.566, -3.388)  -0.183
H (2.502, 1.980, -0.093)  0.277
H (3.286, 0.280, -2.381)  0.348
H (4.260, 1.619, -1.722)  0.395
H (4.381, 0.292, 0.461)  0.318
H (4.066, -2.277, -0.987)  0.412
H (2.551, -1.417, -0.811)  0.057
H (3.183, -3.074, 1.049)  0.430
H (4.416, -1.914, 1.535)  0.334
H (2.488, -0.186, 1.702)  0.183
H (2.561, -1.448, 2.931)  0.394
H (0.246, -1.117, 2.114)  0.282
H (0.743, -1.515, 0.475)  0.123
H (0.820, -2.743, 1.734)  0.443

Net charge: 0
SMILES string: CCCCCCNc1nc(Cl)nc(NC(C)(C)CO)n1



B:
Molecular formula: C13H24ClN5O
Method: DFT, ωB97M-V/def2-TZVPD

Each line ends with the Mulliken charge.
Atoms and positions in Å:
C (-0.676, -0.042, -2.588)  -1.477
C (0.197, 1.205, -2.507)  -0.052
C (-0.649, 2.460, -2.296)  -0.557
C (0.169, 3.744, -2.135)  -0.836
C (1.131, 3.784, -0.945)  -0.551
H (1.769, 4.664, -1.054)  0.379
C (0.468, 3.884, 0.434)  -0.851
N (-0.306, 2.721, 0.799)  -0.126
C (0.225, 1.510, 0.982)  0.325
N (-0.616, 0.487, 1.136)  -0.670
C (-0.046, -0.707, 1.302)  0.596
N (-0.875, -1.749, 1.421)  -0.177
H (-1.855, -1.511, 1.421)  0.303
C (-0.512, -3.149, 1.615)  1.569
C (-1.813, -3.945, 1.681)  -1.893
H (-1.597, -4.987, 1.900)  0.422
H (-2.327, -3.897, 0.723)  0.473
H (-2.464, -3.556, 2.461)  0.469
C (0.295, -3.313, 2.903)  -1.728
H (1.193, -2.704, 2.853)  0.418
H (0.581, -4.352, 3.035)  0.414
H (-0.298, -2.998, 3.758)  0.373
C (0.324, -3.622, 0.402)  -1.054
O (-0.340, -3.415, -0.819)  -0.550
H (-0.457, -2.465, -0.939)  0.314
H (0.488, -4.699, 0.475)  0.490
H (1.292, -3.110, 0.416)  0.405
N (1.284, -0.912, 1.328)  -0.385
C (1.997, 0.178, 1.186)  0.204
N (1.567, 1.401, 1.007)  -0.457
Cl (3.695, -0.029, 1.220)  -0.182
H (-1.311, 2.750, 0.740)  0.384
H (-0.197, 4.748, 0.474)  0.448
H (1.259, 4.006, 1.179)  0.328
H (1.779, 2.910, -0.950)  0.333
H (0.758, 3.886, -3.044)  0.353
H (-0.522, 4.588, -2.058)  0.330
H (-1.292, 2.309, -1.429)  0.160
H (-1.304, 2.585, -3.164)  0.480
H (0.899, 1.086, -1.681)  0.008
H (0.780, 1.309, -3.424)  0.478
H (-0.068, -0.926, -2.768)  0.401
H (-1.223, -0.174, -1.655)  0.289
H (-1.399, 0.046, -3.396)  0.396

Net charge: 0
SMILES string: CCCCCCNc1nc(Cl)nc(NC(C)(C)CO)n1



Stability, descending: B, A



A:
Molecular formula: C6H10N5
Method: DFT, ωB97M-V/def2-TZVPD

Each line ends with the Mulliken charge.
Atoms and positions in Å:
C (-2.578, -2.085, -1.799)  0.034
C (-1.392, -1.946, -1.880)  -0.347
C (0.059, -1.911, -1.565)  -0.675
N (0.402, -0.622, -0.972)  -0.110
C (0.297, -0.418, 0.327)  0.335
N (-0.133, -1.377, 1.186)  -0.500
C (-0.086, -0.774, 2.354)  -0.029
N (0.335, 0.462, 2.266)  -0.342
N (0.573, 0.725, 0.954)  0.356
C (1.022, 2.022, 0.461)  -0.370
N (0.320, 2.331, -0.781)  -0.553
H (-3.626, -2.164, -1.635)  0.411
H (0.358, -2.742, -0.928)  0.328
H (0.600, -2.029, -2.507)  0.338
H (0.734, 0.129, -1.559)  0.253
H (-0.374, -1.322, 3.240)  0.473
H (0.447, 1.088, 3.049)  0.242
H (2.107, 2.111, 0.363)  0.333
H (0.712, 2.759, 1.216)  0.346
H (0.807, 3.066, -1.282)  0.247
H (-0.586, 2.696, -0.507)  0.231

Net charge: +1
SMILES string: C#CCNc1nc[nH][n+]1CN



B:
Molecular formula: C6H10N5
Method: DFT, ωB97M-V/def2-TZVPD

Each line ends with the Mulliken charge.
Atoms and positions in Å:
C (0.834, 2.211, -1.162)  -0.355
C (0.470, 2.231, 0.166)  -0.403
C (1.075, 0.178, -0.285)  0.380
C (-1.277, -1.519, 0.822)  0.488
C (0.959, -1.278, -0.343)  -0.946
C (0.176, 0.681, 1.960)  -0.702
N (1.240, 0.967, -1.413)  -0.099
N (-2.158, -1.847, 1.587)  -0.400
N (0.564, 0.958, 0.672)  0.235
N (-0.626, -1.511, -0.264)  0.329
N (-1.152, -1.566, -1.601)  -0.627
H (1.111, 3.152, -1.612)  0.364
H (-0.162, 2.973, 0.603)  0.372
H (1.327, -1.713, -1.200)  0.358
H (1.367, -1.759, 0.538)  0.336
H (0.023, 1.609, 2.590)  0.279
H (0.749, -0.180, 2.504)  0.249
H (-2.683, -1.231, 2.237)  0.350
H (-1.644, -0.739, -1.794)  0.250
H (-1.858, -2.265, -1.666)  0.270
H (1.663, 0.650, -2.340)  0.274

Net charge: +1



Stability, descending: A, B



A:
Molecular formula: C6H7NO
Method: DFT, ωB97M-V/def2-TZVPD

Each line ends with the Mulliken charge.
Atoms and positions in Å:
C (-0.635, 0.235, -0.714)  -0.062
C (0.738, -0.242, -0.823)  -0.049
C (0.098, -1.568, -0.593)  -0.726
C (-0.774, -0.695, 0.465)  0.169
C (0.587, 1.415, 1.222)  -0.349
C (1.223, 0.280, 0.637)  -0.183
H (1.534, 0.032, -1.540)  0.427
H (-0.416, -2.069, -1.506)  0.316
H (0.540, -2.240, 0.165)  0.372
H (-1.825, -1.057, 0.777)  0.366
H (0.967, 1.847, 2.060)  0.303
H (-0.175, 2.127, 0.743)  0.206
H (2.223, -0.159, 0.905)  0.303
N (0.095, -0.011, 1.460)  -0.465
O (-1.367, 0.632, -1.624)  -0.628

Net charge: 0



B:
Molecular formula: C6H7NO
Method: DFT, ωB97M-V/def2-TZVPD

Each line ends with the Mulliken charge.
Atoms and positions in Å:
C (1.176, 2.027, -0.347)  -0.698
C (1.236, 0.715, 0.118)  -0.564
C (0.290, -0.441, -0.089)  1.478
C (-1.005, -0.557, 0.845)  -0.614
C (-1.755, -0.533, -0.394)  -0.346
C (1.134, -1.674, -0.229)  -0.145
H (1.956, 2.797, -0.270)  0.316
H (0.265, 2.099, -1.131)  0.172
H (2.170, 0.586, 0.733)  0.276
H (-0.773, -1.385, 1.790)  0.251
H (-1.236, 0.303, 1.407)  0.292
H (-2.532, 0.350, -0.469)  0.240
H (-2.509, -1.426, -0.425)  0.242
N (2.234, -2.251, -0.307)  -0.482
O (-0.653, -0.609, -1.234)  -0.418

Net charge: 0
SMILES string: C=C[C@@]1(C#N)CCO1



C:
Molecular formula: C6H7NO
Method: DFT, ωB97M-V/def2-TZVPD

Each line ends with the Mulliken charge.
Atoms and positions in Å:
C (0.964, 1.487, -0.101)  -1.118
C (1.163, 0.031, -0.128)  0.779
C (0.218, -0.836, -0.423)  -0.650
C (-1.272, -0.716, -0.491)  -0.207
C (-2.121, -0.506, 0.698)  -0.295
C (2.543, -0.347, 0.072)  0.059
H (1.125, 1.813, 0.980)  0.277
H (-0.073, 1.765, -0.391)  0.342
H (1.736, 2.022, -0.715)  0.344
H (0.492, -1.833, -0.651)  0.427
H (-1.660, -1.363, -1.247)  0.430
H (-1.667, -0.252, 1.673)  0.228
H (-3.021, -1.098, 0.841)  0.270
N (3.652, -0.685, 0.169)  -0.456
O (-2.080, 0.517, -0.284)  -0.430

Net charge: 0
SMILES string: C/C(C#N)=C\[C@H]1CO1



D:
Molecular formula: C6H7NO
Method: DFT, ωB97M-V/def2-TZVPD

Each line ends with the Mulliken charge.
Atoms and positions in Å:
C (1.969, 0.654, -0.064)  -0.211
C (0.524, 0.487, 0.187)  0.455
C (-0.677, 1.367, 0.146)  -0.419
C (-1.951, 0.807, -0.137)  -0.117
C (-2.170, -0.493, -0.294)  -0.532
C (-1.130, -1.324, 0.071)  -0.138
H (1.932, -1.446, 0.431)  0.456
H (2.255, 1.394, -1.008)  0.232
H (2.301, 1.325, 0.836)  0.189
H (-0.749, 2.566, 0.512)  0.146
H (-2.612, 1.512, 0.078)  0.441
H (-3.208, -0.990, -0.443)  0.280
H (-1.193, -2.546, 0.873)  0.215
N (0.200, -0.863, 0.158)  -0.394
O (2.560, -0.595, -0.229)  -0.605

Net charge: 0



Stability, descending: C, A, B, D



A:
Molecular formula: C6H6N2
Method: DFT, ωB97M-V/def2-TZVPD

Each line ends with the Mulliken charge.
Atoms and positions in Å:
C (0.754, -1.201, -1.422)  -0.262
C (0.923, 0.310, -0.040)  0.396
C (-0.258, 1.184, 1.658)  -0.245
C (-1.480, 0.730, 1.161)  -0.290
C (-1.412, -0.157, 0.121)  -0.652
C (-0.210, -0.238, -0.621)  0.101
H (0.658, -2.253, -0.953)  0.218
H (0.371, -1.048, -2.449)  0.322
H (2.755, -0.292, -1.448)  0.317
H (-0.142, 2.001, 2.416)  0.340
H (-2.440, 0.980, 1.763)  0.284
H (-2.221, -0.640, -0.345)  0.411
N (1.721, -0.446, -0.822)  -0.303
N (0.981, 1.070, 0.980)  -0.636

Net charge: 0



B:
Molecular formula: C6H6N2
Method: DFT, ωB97M-V/def2-TZVPD

Each line ends with the Mulliken charge.
Atoms and positions in Å:
C (-0.548, 1.810, 0.019)  -1.132
C (-0.790, 0.326, 0.094)  0.151
C (-2.139, -0.202, 0.088)  0.018
C (0.219, -0.687, 0.066)  0.617
C (1.633, -0.348, 0.106)  -0.745
C (2.787, -0.014, -0.015)  0.246
H (-1.018, 2.324, -0.825)  0.298
H (-0.965, 2.237, 0.941)  0.292
H (0.532, 1.993, 0.016)  0.276
H (-0.963, -2.314, -0.291)  0.266
H (0.687, -2.653, -0.136)  0.269
H (3.839, 0.167, -0.148)  0.428
N (-3.209, -0.612, -0.031)  -0.464
N (-0.066, -2.027, 0.114)  -0.522

Net charge: 0
SMILES string: C#C/C(N)=C(\C)C#N



C:
Molecular formula: C6H6N2
Method: DFT, ωB97M-V/def2-TZVPD

Each line ends with the Mulliken charge.
Atoms and positions in Å:
C (-1.157, -1.399, 0.839)  -0.261
C (0.787, -0.329, -0.709)  -0.098
C (-0.110, -0.652, 1.242)  -0.243
C (0.485, 0.375, 0.568)  0.567
C (-1.508, -0.746, -1.374)  0.147
C (1.189, 1.620, 0.814)  -1.291
N (-2.028, -1.065, -0.204)  -0.534
N (-0.135, -0.622, -1.540)  -0.471
H (-1.332, -2.323, 1.287)  0.399
H (1.834, -0.306, -1.025)  0.429
H (-2.047, -0.588, -2.326)  0.362
H (1.652, 1.760, 1.839)  0.304
H (0.484, 2.401, 0.549)  0.298
H (1.886, 1.875, 0.039)  0.392

Net charge: 0



D:
Molecular formula: C6H6N2
Method: DFT, ωB97M-V/def2-TZVPD

Each line ends with the Mulliken charge.
Atoms and positions in Å:
C (-0.255, 2.077, -0.428)  0.010
C (-0.728, 0.300, 0.669)  0.189
C (-1.209, -0.999, 0.742)  -0.667
C (-0.257, -1.895, 0.337)  -0.022
C (0.754, -1.266, -0.211)  -0.910
C (0.691, 0.174, 0.148)  0.683
H (1.522, 1.477, -1.095)  0.257
H (-0.466, 3.088, -0.961)  0.312
H (-2.310, -1.175, 0.791)  0.341
H (-0.195, -3.085, 0.392)  0.268
H (1.560, -1.892, -0.818)  0.199
H (1.415, 0.421, 0.958)  0.306
N (0.626, 1.198, -0.879)  -0.331
N (-1.148, 1.578, 0.354)  -0.636

Net charge: 0
SMILES string: C1=C[C@H]2NC=NC2=C1



Stability, descending: B, D, A, C



A:
Molecular formula: C6H6N2
Method: DFT, ωB97M-V/def2-TZVPD

Each line ends with the Mulliken charge.
Atoms and positions in Å:
C (-0.229, 1.683, 0.113)  -1.166
C (-0.726, 0.285, 0.019)  0.471
C (-2.154, 0.054, -0.091)  -0.029
C (0.156, -0.758, 0.095)  0.527
C (1.622, -0.540, -0.102)  -0.393
C (2.781, -0.109, -0.061)  -0.096
H (-0.448, 2.363, -0.821)  0.253
H (-0.759, 2.065, 0.950)  0.300
H (0.893, 1.890, 0.278)  0.271
H (-1.417, -2.036, 0.080)  0.307
H (0.069, -2.776, -0.504)  0.268
H (3.816, 0.306, -0.089)  0.353
N (-3.279, -0.319, -0.082)  -0.473
N (-0.322, -2.107, 0.213)  -0.592

Net charge: 0
SMILES string: C#C/C(N)=C(\C)C#N



B:
Molecular formula: C6H6N2
Method: DFT, ωB97M-V/def2-TZVPD

Each line ends with the Mulliken charge.
Atoms and positions in Å:
C (2.289, -0.254, 0.211)  -0.524
C (1.368, -1.239, 0.356)  -0.699
C (0.438, 1.908, -0.378)  -0.328
C (1.197, 0.782, -0.164)  -0.163
C (0.297, -0.245, -0.044)  0.620
C (-2.115, -0.589, 0.103)  -0.876
N (-0.913, 1.606, -0.401)  -0.833
N (-0.926, 0.211, -0.154)  0.524
H (3.287, -0.259, 0.336)  0.506
H (1.387, -2.268, 0.417)  0.410
H (0.773, 2.950, -0.512)  0.396
H (-1.823, -1.591, -0.104)  0.327
H (-2.520, -0.539, 1.117)  0.290
H (-2.738, -0.473, -0.783)  0.351

Net charge: 0



Stability, descending: A, B